# 1
{
  "formula": "C9H14O",
  "method": "ωB97M-V/def2-TZVPD",
  "elements": ["C", "C", "C", "C", "C", "C", "C", "O", "H", "H", "H", "H", "H", "H", "H", "H", "C", "C", "H", "H", "H", "H", "H", "H"],
  "positions_angstrom": [[0.711, -0.779, -2.552], [-0.261, -0.479, -0.240], [0.113, -1.340, -1.281], [-0.684, -1.100, 0.924], [0.294, -2.705, -1.067], [-0.405, -2.433, 1.178], [0.066, -3.275, 0.181], [-0.747, -2.908, 2.419], [-0.393, 0.534, -0.550], [-0.923, -0.538, 1.818], [1.526, -0.124, -2.254], [0.098, -0.120, -3.203], [0.506, -3.298, -1.948], [0.376, -4.291, 0.403], [-0.250, -3.705, 2.642], [0.774, -1.501, -3.372], [-0.487, 2.839, 0.820], [0.318, 4.127, 0.890], [-1.265, 2.828, 0.056], [0.117, 1.944, 0.825], [-1.153, 2.878, 1.694], [-0.297, 5.010, 1.053], [0.837, 4.319, -0.057], [1.127, 4.117, 1.621]],
  "e_lumo_ev": 0.87,
  "smiles": "Cc1ccc(O)cc1.CC",
  "homo_ev": -8.35
}

=====

# 2
{
  "formula": "C16H25ClHoNO4P2S2",
  "method": "ωB97M-V/def2-TZVPD",
  "elements": ["C", "C", "H", "H", "H", "O", "Cl", "Ho", "P", "C", "C", "H", "H", "H", "H", "H", "H", "C", "H", "H", "H", "P", "C", "C", "H", "H", "H", "C", "H", "H", "H", "H", "H", "H", "C", "O", "O", "S", "O", "N", "C", "S", "C", "C", "C", "C", "C", "C", "H", "H", "H", "H"],
  "positions_angstrom": [[-0.939, 6.269, -3.776], [-1.009, 4.860, -3.281], [-1.498, 6.894, -3.080], [-1.379, 6.373, -4.771], [0.098, 6.613, -3.803], [-1.578, 4.452, -2.289], [-0.117, 3.689, -4.304], [0.036, 0.631, -0.817], [-2.334, -0.121, -1.639], [-3.712, -0.588, -0.568], [-2.821, 1.170, -2.816], [-3.638, 0.798, -3.440], [-2.703, -1.872, -3.272], [-1.983, 1.479, -3.459], [-1.004, -1.338, -3.287], [-4.016, 0.291, 0.024], [-3.131, 2.078, -2.282], [-1.864, -1.568, -2.643], [-4.562, -0.953, -1.171], [-1.553, -2.399, -1.996], [-3.365, -1.365, 0.137], [1.995, 1.627, 0.685], [2.020, 1.750, 2.495], [3.408, 0.581, 0.188], [2.360, 3.236, -1.116], [3.342, 3.622, 0.322], [1.588, 3.984, 0.287], [2.363, 3.267, -0.016], [3.450, 0.474, -0.905], [4.356, 1.006, 0.527], [2.988, 2.125, 2.868], [1.818, 0.755, 2.926], [3.293, -0.433, 0.590], [1.211, 2.422, 2.826], [-1.066, 0.596, 1.278], [-1.519, 0.502, 2.344], [-2.375, -4.288, 2.004], [-1.526, -3.185, 2.406], [-1.832, -2.400, 3.579], [-1.036, -2.196, 1.082], [0.212, -2.463, 0.740], [1.039, -1.766, -0.636], [0.918, -3.389, 1.629], [2.269, -3.738, 1.656], [2.722, -4.617, 2.644], [1.834, -5.120, 3.615], [0.490, -4.736, 3.614], [0.068, -3.863, 2.625], [2.922, -3.309, 0.893], [3.764, -4.921, 2.658], [2.210, -5.814, 4.370], [-0.214, -5.102, 4.354]],
  "e_lumo_ev": [-7.80, -7.64],
  "spin_multiplicity": 5,
  "charge": 2,
  "homo_ev": [-14.49, -14.49]
}

=====

# 3
{
  "formula": "C52H52N8O4",
  "method": "ωB97M-V/def2-TZVPD",
  "elements": ["N", "C", "C", "C", "C", "C", "H", "H", "H", "H", "H", "N", "C", "C", "C", "C", "C", "H", "H", "H", "H", "H", "N", "C", "C", "C", "C", "C", "H", "H", "H", "H", "H", "N", "C", "C", "C", "C", "C", "H", "H", "H", "H", "H", "N", "C", "C", "C", "C", "C", "H", "H", "H", "H", "H", "N", "C", "C", "C", "C", "C", "H", "H", "H", "H", "H", "N", "C", "C", "C", "C", "C", "H", "H", "H", "H", "H", "N", "C", "C", "C", "C", "C", "H", "H", "H", "H", "H", "C", "C", "C", "C", "C", "C", "O", "O", "H", "H", "H", "H", "H", "H", "C", "C", "C", "C", "C", "C", "O", "O", "H", "H", "H", "H", "H", "H"],
  "positions_angstrom": [[1.318, -5.428, 2.096], [0.208, -6.172, 2.118], [-0.379, -6.803, 1.046], [0.268, -6.636, -0.224], [1.404, -5.831, -0.359], [1.835, -5.216, 0.826], [-0.162, -6.325, 2.988], [-1.169, -7.381, 1.386], [-0.095, -7.149, -0.957], [2.010, -5.571, -1.292], [2.773, -4.411, 0.677], [-1.216, -3.799, -4.147], [-1.057, -3.402, -2.874], [-0.151, -2.394, -2.491], [0.443, -1.621, -3.405], [0.074, -1.829, -4.770], [-0.701, -2.969, -5.146], [-1.367, -4.149, -2.195], [-0.100, -2.029, -1.440], [1.154, -0.866, -3.141], [0.333, -1.278, -5.565], [-1.000, -3.132, -6.140], [-3.430, -1.617, 0.085], [-4.340, -1.358, 1.038], [-5.619, -0.663, 0.797], [-5.728, -0.230, -0.587], [-4.760, -0.563, -1.522], [-3.590, -1.085, -1.159], [-4.207, -1.714, 1.901], [-6.345, -0.524, 1.623], [-6.733, 0.226, -0.903], [-4.615, -0.172, -2.603], [-2.702, -1.394, -1.799], [-3.051, -2.169, 4.606], [-1.899, -2.514, 4.155], [-1.206, -3.634, 4.447], [-1.970, -4.623, 5.274], [-3.275, -4.361, 5.683], [-3.819, -3.090, 5.318], [-1.196, -1.816, 3.687], [-0.180, -3.898, 4.256], [-1.464, -5.501, 5.365], [-3.539, -5.086, 6.453], [-4.831, -2.692, 5.532], [1.795, 0.994, 0.057], [2.189, -0.203, 0.619], [1.337, -1.141, 1.219], [-0.014, -0.897, 1.096], [-0.459, 0.286, 0.417], [0.452, 1.214, -0.077], [3.166, -0.582, 0.530], [1.765, -1.959, 1.535], [-0.796, -1.522, 1.537], [-1.517, 0.498, 0.211], [-0.116, 2.063, -0.578], [3.927, 0.300, -2.313], [4.297, -0.910, -2.544], [5.490, -1.261, -3.337], [6.027, -0.211, -4.205], [5.364, 1.050, -4.082], [4.294, 1.261, -3.122], [3.836, -1.694, -1.889], [5.790, -2.368, -3.207], [6.942, -0.359, -4.767], [5.829, 2.029, -4.515], [3.721, 2.032, -3.207], [1.736, 5.120, -2.023], [2.413, 5.648, -3.010], [3.694, 5.979, -2.848], [4.377, 5.736, -1.610], [3.673, 5.079, -0.611], [2.382, 4.738, -0.848], [1.921, 6.000, -4.061], [4.356, 6.324, -3.626], [5.216, 6.136, -1.376], [3.831, 5.001, 0.410], [1.567, 4.324, -0.408], [3.763, 1.978, 3.714], [4.423, 2.122, 4.892], [3.807, 1.691, 6.080], [2.435, 1.338, 6.164], [1.786, 1.356, 4.995], [2.384, 1.635, 3.730], [5.425, 2.536, 4.875], [4.271, 1.836, 6.999], [1.920, 1.333, 7.000], [0.780, 1.169, 4.884], [1.702, 1.805, 2.915], [-4.286, 3.284, 3.096], [-3.492, 2.975, 4.400], [-2.146, 2.649, 4.282], [-1.489, 2.594, 2.840], [-2.434, 2.891, 1.761], [-3.800, 3.167, 1.836], [-4.687, 3.441, 0.877], [-1.369, 2.424, 5.260], [-5.106, 3.623, 3.434], [-3.901, 3.016, 5.322], [-0.406, 2.591, 2.750], [-1.934, 2.717, 0.982], [-4.160, 3.428, 0.124], [-1.844, 2.170, 6.146], [-0.755, 1.817, -6.248], [-0.325, 2.910, -5.187], [-0.708, 2.665, -3.901], [-1.605, 1.676, -3.504], [-1.928, 0.722, -4.509], [-1.588, 0.825, -5.843], [-1.939, -0.103, -6.723], [-0.276, 3.596, -2.924], [-0.310, 2.032, -7.311], [0.063, 3.690, -5.468], [-1.946, 1.311, -2.547], [-2.761, -0.043, -4.234], [-2.562, -0.742, -6.233], [0.589, 4.040, -2.729]],
  "e_lumo_ev": 0.52,
  "smiles": "Oc1ccc(O)cc1.Oc1ccc(O)cc1.c1ccncc1.c1ccncc1.c1ccncc1.c1ccncc1.c1ccncc1.c1ccncc1.c1ccncc1.c1ccncc1",
  "homo_ev": -7.75
}

=====

# 4
{
  "formula": "C42H36BBrN3O3PY",
  "method": "ωB97M-V/def2-TZVPD",
  "elements": ["Y", "Br", "C", "C", "C", "C", "O", "C", "C", "N", "C", "C", "C", "C", "C", "C", "C", "C", "N", "C", "C", "H", "H", "H", "H", "H", "H", "H", "H", "H", "H", "O", "C", "O", "C", "C", "C", "C", "C", "C", "P", "C", "C", "C", "C", "C", "C", "C", "C", "C", "C", "C", "C", "H", "H", "H", "H", "H", "H", "H", "H", "H", "H", "H", "H", "H", "H", "B", "C", "N", "H", "H", "H", "C", "C", "C", "C", "C", "C", "H", "H", "H", "H", "H", "H", "H", "H", "H"],
  "positions_angstrom": [[0.008, 0.533, 0.126], [-5.785, -3.135, 3.701], [-4.572, -2.084, 2.674], [-4.894, -1.771, 1.346], [-4.055, -0.980, 0.616], [-2.845, -0.453, 1.156], [-2.160, 0.397, 0.498], [-2.493, -0.878, 2.480], [-1.254, -0.567, 3.115], [-0.176, -0.096, 2.573], [0.970, 0.044, 3.371], [1.268, -0.746, 4.460], [2.430, -0.540, 5.225], [3.326, 0.434, 4.890], [3.093, 1.230, 3.747], [4.008, 2.209, 3.305], [3.730, 2.932, 2.183], [2.531, 2.677, 1.495], [1.659, 1.779, 1.877], [1.915, 1.044, 2.987], [-3.403, -1.657, 3.229], [-5.805, -2.163, 0.913], [-4.279, -0.735, -0.415], [-1.244, -0.778, 4.188], [0.623, -1.573, 4.726], [2.611, -1.173, 6.084], [4.228, 0.594, 5.467], [4.933, 2.346, 3.853], [4.419, 3.670, 1.795], [2.277, 3.222, 0.592], [-3.146, -1.942, 4.242], [-1.853, -3.371, -0.660], [-1.049, -2.593, -1.154], [-0.557, -1.542, -0.631], [-0.524, -2.858, -2.566], [-0.604, -4.153, -3.063], [-0.112, -4.457, -4.321], [0.446, -3.456, -5.103], [0.517, -2.158, -4.623], [0.047, -1.845, -3.348], [0.088, -0.109, -2.750], [1.464, 0.588, -3.760], [1.348, 1.505, -4.799], [2.487, 2.029, -5.400], [3.748, 1.646, -4.972], [3.876, 0.717, -3.948], [2.742, 0.193, -3.351], [-1.395, 0.577, -3.580], [-2.319, -0.184, -4.287], [-3.454, 0.413, -4.823], [-3.675, 1.771, -4.658], [-2.763, 2.535, -3.940], [-1.638, 1.941, -3.394], [-1.061, -4.908, -2.436], [-0.158, -5.474, -4.692], [0.820, -3.682, -6.095], [0.948, -1.380, -5.240], [0.370, 1.813, -5.144], [2.383, 2.742, -6.210], [4.630, 2.075, -5.433], [4.854, 0.415, -3.595], [2.844, -0.529, -2.551], [-2.158, -1.246, -4.421], [-4.170, -0.188, -5.370], [-4.564, 2.231, -5.072], [-2.939, 3.594, -3.793], [-0.952, 2.526, -2.793], [4.808, -0.313, 0.286], [3.257, -0.317, 0.128], [2.105, -0.278, 0.014], [5.054, -0.491, 1.460], [5.282, -1.180, -0.411], [5.165, 0.793, -0.070], [0.992, 5.952, 0.279], [-0.317, 5.401, -0.309], [-0.527, 5.977, -1.713], [-1.488, 5.792, 0.604], [-0.234, 3.931, -0.368], [-0.161, 2.714, -0.409], [0.943, 7.039, 0.379], [1.834, 5.700, -0.369], [1.174, 5.517, 1.263], [-0.508, 7.070, -1.685], [-1.487, 5.657, -2.120], [0.262, 5.632, -2.384], [-1.546, 6.878, 0.719], [-1.358, 5.339, 1.587], [-2.430, 5.432, 0.189]],
  "e_lumo_ev": 1.83,
  "charge": -1,
  "homo_ev": -5.25
}

=====

Table of max |F| (eV/A), in record order: 2.67 6.70 13.76 2.00
Table of E (Ha), in record order: -426.530638 -3867.146438 -2751.073700 -4990.858825